a.
Formula: C3H10P2
Source: the Open Molecules 2025 dataset
Level of theory: ωB97M-V/def2-TZVPD

Bonds (Å) are listed after each position.
Atoms and positions in Å:
1 C -0.51 -0.95 1.86  C2 1.525, H6 1.116, H7 1.155, H8 1.072
2 C 0.49 -0.78 0.73  C1 1.525, P3 1.892, H9 1.074, H10 1.210
3 P -0.17 -0.26 -0.97  C2 1.892, C4 1.867, P5 2.174
4 C 1.26 0.63 -1.77  P3 1.867, H11 1.087, H12 1.077, H13 1.115
5 P -1.59 1.31 -0.48  P3 2.174, H14 1.369, H15 1.300
6 H -1.28 -1.68 1.52  C1 1.116
7 H 0.20 -1.32 2.69  C1 1.155
8 H -1.16 -0.13 2.10  C1 1.072
9 H 0.88 -1.76 0.52  C2 1.074
10 H 1.30 0.09 0.97  C2 1.210
11 H 0.77 1.07 -2.64  C4 1.087
12 H 2.05 -0.04 -2.07  C4 1.077
13 H 1.74 1.46 -1.21  C4 1.115
14 H -1.77 1.60 -1.81  P5 1.369
15 H -2.46 0.37 -0.73  P5 1.300

## Properties
- SMILES: CCP(C)#[PH2]
- Spin multiplicity: 1
- Frontier orbital gap: 9.14 eV
- Charge: 0

***

b.
Formula: C3H10P2
Source: the Open Molecules 2025 dataset
Level of theory: ωB97M-V/def2-TZVPD

Bonds (Å) are listed after each position.
Atoms and positions in Å:
1 C 1.51 -0.47 0.51  P2 1.970, H6 1.075, H7 1.001, H8 1.125
2 P -0.24 0.43 0.41  C1 1.970, C3 1.826, C4 1.827, P5 2.067
3 C -1.17 -1.10 0.04  P2 1.826, H9 1.145, H10 1.009, H11 1.036
4 C -0.03 1.51 -1.05  P2 1.827, H12 1.204, H13 0.999, H14 1.139
5 P -0.99 1.66 1.89  P2 2.067, H15 1.487
6 H 2.25 0.31 0.51  C1 1.075
7 H 1.43 -1.13 1.25  C1 1.001
8 H 1.61 -1.17 -0.37  C1 1.125
9 H -2.30 -0.91 0.03  C3 1.145
10 H -1.08 -1.37 -0.92  C3 1.009
11 H -0.96 -1.68 0.87  C3 1.036
12 H -1.14 1.63 -1.48  C4 1.204
13 H 0.27 2.36 -0.63  C4 0.999
14 H 0.69 1.02 -1.79  C4 1.139
15 H -1.68 0.53 2.57  P5 1.487

## Properties
- SMILES: CP(C)(C)=P
- Spin multiplicity: 1
- Frontier orbital gap: 7.91 eV
- Charge: 0

***

Relative energies, eV: a 0.000; b 0.418.

***

a.
Formula: C2H2S4
Source: the Open Molecules 2025 dataset
Level of theory: ωB97M-V/def2-TZVPD

Bonds (Å) are listed after each position.
Atoms and positions in Å:
1 S 2.13 0.36 -2.81  C2 1.598, H7 1.513
2 C 1.24 0.00 -1.54  S1 1.598, S3 1.670
3 S -0.38 0.25 -1.23  C2 1.670, S4 2.201
4 S -0.85 -0.87 0.61  S3 2.201, C5 1.704
5 C -0.67 0.39 1.75  S4 1.704, S6 1.703
6 S -1.09 0.05 3.36  C5 1.703, H8 1.452
7 H 1.26 1.08 -3.82  S1 1.513
8 H -1.66 -1.25 3.67  S6 1.452

## Properties
- SMILES: SC#S#S#CS
- Spin multiplicity: 1
- Frontier orbital gap: 8.20 eV
- Charge: 0

***

b.
Formula: C2H2S4
Source: the Open Molecules 2025 dataset
Level of theory: ωB97M-V/def2-TZVPD

Bonds (Å) are listed after each position.
Atoms and positions in Å:
1 S -1.44 -1.16 -0.08  C2 1.610
2 C -0.34 -0.08 0.40  S1 1.610, S3 1.755, C4 1.604
3 S -0.26 0.59 2.02  C2 1.755, H7 1.341
4 C 0.86 0.35 -0.56  C2 1.604, S5 1.620, S6 1.700
5 S 2.05 1.26 0.05  C4 1.620
6 S 0.84 -0.14 -2.19  C4 1.700, H8 1.355
7 H -1.39 -0.03 2.38  S3 1.341
8 H -0.33 -0.80 -2.02  S6 1.355

## Properties
- SMILES: S=C(S)C(=S)S
- Spin multiplicity: 1
- Frontier orbital gap: 7.12 eV
- Charge: 0

***

Relative energies, eV: a 3.462; b 0.000.

***

a.
Formula: H5N2OP
Source: the Open Molecules 2025 dataset
Level of theory: ωB97M-V/def2-TZVPD

Bonds (Å) are listed after each position.
Atoms and positions in Å:
1 N -1.54 0.54 -0.05  H5 1.017, H6 1.016
2 N 0.84 -1.14 0.14  P4 1.703, H7 1.014, H8 1.011
3 O 0.23 1.32 0.39  P4 1.517
4 P 1.22 0.44 -0.34  N2 1.703, O3 1.517, H9 1.410
5 H -1.97 1.45 -0.18  N1 1.017
6 H -1.73 0.25 0.91  N1 1.016
7 H 0.90 -1.28 1.14  N2 1.014
8 H 1.33 -1.88 -0.35  N2 1.011
9 H 0.72 0.31 -1.66  P4 1.410

## Properties
- Spin multiplicity: 1
- Frontier orbital gap (spin up / spin down): 7.32 / 8.56 eV
- Charge: 0

***

b.
Formula: H5N2OP
Source: the Open Molecules 2025 dataset
Level of theory: ωB97M-V/def2-TZVPD

Bonds (Å) are listed after each position.
Atoms and positions in Å:
1 N 2.00 0.99 3.07  O3 1.304, H6 1.001
2 N -0.83 -0.49 -1.03  H5 1.006, H7 1.004, H8 1.021
3 O 1.29 0.40 2.15  N1 1.304, P4 1.619
4 P 0.21 -0.74 2.53  O3 1.619, H9 1.523
5 H -1.45 -0.76 -1.77  N2 1.006
6 H 2.25 1.81 2.56  N1 1.001
7 H 0.03 -0.11 -1.37  N2 1.004
8 H -1.30 0.27 -0.55  N2 1.021
9 H -0.03 -1.19 1.09  P4 1.523

## Properties
- Spin multiplicity: 1
- Frontier orbital gap (spin up / spin down): 8.65 / 8.24 eV
- Charge: 0

***

Relative energies, eV: a 0.000; b 1.316.

***

a.
Formula: C3H3O2P
Source: the Open Molecules 2025 dataset
Level of theory: ωB97M-V/def2-TZVPD

Bonds (Å) are listed after each position.
Atoms and positions in Å:
1 C -0.85 -0.96 0.23  C2 1.279, C3 1.558, H7 1.082
2 C -0.57 -0.90 -1.01  C1 1.279, H8 1.071
3 C -1.07 0.19 1.26  C1 1.558, O4 1.191, O5 1.314
4 O -1.91 0.06 2.09  C3 1.191
5 O -0.30 1.26 1.17  C3 1.314, P6 1.644
6 P 0.50 2.20 0.08  O5 1.644, H9 1.412
7 H -1.12 -1.88 0.74  C1 1.082
8 H -0.28 -0.15 -1.72  C2 1.071
9 H 1.74 2.01 0.73  P6 1.412

## Properties
- Spin multiplicity: 1
- Frontier orbital gap (spin up / spin down): 8.09 / 8.03 eV
- Charge: 0

***

b.
Formula: C3H3O2P
Source: the Open Molecules 2025 dataset
Level of theory: ωB97M-V/def2-TZVPD

Bonds (Å) are listed after each position.
Atoms and positions in Å:
1 C -1.16 -0.38 -1.70  O2 1.450, H7 1.131, H8 1.123, H9 1.165
2 O -0.09 -0.07 -0.77  C1 1.450, C3 1.316
3 C -0.20 -0.50 0.47  O2 1.316, P4 1.897
4 P 1.32 0.36 1.21  C3 1.897, C5 1.668
5 C 1.86 0.62 2.77  P4 1.668, O6 1.155
6 O 2.49 1.05 3.63  C5 1.155
7 H -1.94 0.23 -1.15  C1 1.131
8 H -1.38 -1.47 -1.77  C1 1.123
9 H -0.91 0.16 -2.70  C1 1.165

## Properties
- SMILES: COC#P=C=O
- Spin multiplicity: 1
- Frontier orbital gap: 8.17 eV
- Charge: 0

***

Relative energies, eV: a 0.000; b 0.874.